[1]
96
Properties=species:S:1:pos:R:3:forces:R:3 method="wB97M-V/def2-TZVPD" total_charge=+1 orbital_gap_ev=6.04 mol_weight_g_mol=608.129 spin_multiplicity=1 relative_energy_ev=2.763 max_force_ev_per_a=4.69
C 1.86187 -1.10820 -1.78090 0.5 -0.5 -0.9
C 0.49331 0.74223 -2.17342 -0.9 0.5 0.3
C 2.27755 -1.15330 -3.11125 0.1 -0.6 1.1
C 1.04796 0.86136 -3.48573 0.5 -0.3 -0.6
C 1.93132 -0.09086 -3.95301 -0.5 0.8 0.2
H 2.87910 -1.99775 -3.44060 -0.1 0.2 0.0
H 0.70464 1.68545 -4.11060 0.1 -0.3 0.1
H 2.34074 -0.03909 -4.96033 -0.2 0.1 0.2
N 1.14227 -0.09301 -1.28984 -1.0 0.3 0.4
P 2.24652 -1.81387 0.90833 -0.3 0.1 -0.2
P -1.85566 1.89991 -0.63880 -0.3 0.8 -0.2
C 2.15424 -2.30303 -0.86903 -0.2 0.2 -0.2
H 1.34508 -3.03908 -0.99646 0.2 0.4 0.0
H 3.07071 -2.80220 -1.20588 -0.3 0.1 0.1
C -1.52860 1.12055 1.94913 -1.2 -1.0 1.7
O -2.46617 1.03711 2.61685 1.6 0.5 -1.5
C -0.73969 1.41258 -1.90480 2.3 1.5 -0.7
H -0.90204 2.15022 -2.71210 0.1 -0.4 0.1
C -3.45598 1.70453 -1.74869 0.5 0.4 0.6
C -1.64955 3.76650 -0.18977 -0.1 -0.6 -0.5
C 1.56811 -3.27796 1.94423 0.4 0.2 -0.2
C 4.11291 -1.53044 1.01844 -0.3 -0.3 0.4
C -4.44902 1.09379 -0.75796 -0.4 0.0 -0.3
H -4.72179 1.79717 0.04139 0.1 -0.2 -0.2
H -5.37077 0.80170 -1.28344 0.0 0.0 0.2
H -4.01642 0.20027 -0.29130 -0.2 0.4 -0.1
C -4.02364 2.97048 -2.38906 -0.4 0.0 -0.2
H -4.28791 3.75764 -1.67711 0.1 -0.2 -0.3
H -3.35085 3.37812 -3.15493 -0.2 -0.1 0.2
H -4.95331 2.68397 -2.90735 0.2 0.1 0.1
C -3.15523 0.73760 -2.89666 -0.3 -0.2 0.0
H -4.09816 0.44327 -3.37905 0.0 0.1 0.1
H -2.52111 1.18657 -3.66838 -0.1 -0.1 0.3
H -2.65551 -0.16615 -2.53484 -0.1 0.3 -0.4
C -2.89226 4.16604 0.62738 0.1 0.1 0.0
H -2.99355 3.54584 1.52809 0.0 0.1 -0.2
H -2.77975 5.21276 0.94492 -0.1 -0.2 0.0
H -3.82642 4.09059 0.06075 0.3 0.0 0.2
C -0.41389 3.90116 0.71347 -0.1 0.0 0.0
H -0.47881 3.24171 1.58830 0.0 0.2 -0.2
H 0.51997 3.67643 0.18326 -0.2 0.0 0.0
H -0.35473 4.93891 1.07960 0.0 -0.2 -0.1
C -1.44384 4.66906 -1.40441 0.0 0.4 0.1
H -2.28790 4.66732 -2.09743 0.2 0.0 0.2
H -1.32511 5.70111 -1.04305 0.0 -0.1 -0.1
H -0.53442 4.40080 -1.95468 -0.2 0.0 0.1
C 4.45359 -1.06844 2.44431 0.2 0.1 -0.1
H 5.53663 -0.88059 2.49248 -0.2 0.0 0.1
H 3.93382 -0.13346 2.69859 0.2 -0.4 -0.1
H 4.20725 -1.82417 3.19997 0.1 0.3 -0.2
C 4.47250 -0.40619 0.02783 0.0 0.0 0.0
H 4.37016 -0.72671 -1.01627 0.0 0.1 0.2
H 3.85730 0.49044 0.17972 0.0 -0.2 -0.1
H 5.52395 -0.12547 0.18609 -0.2 -0.1 0.0
C 4.93165 -2.78070 0.66844 0.4 0.1 0.2
H 5.99030 -2.48259 0.63266 -0.2 -0.1 0.0
H 4.83974 -3.56352 1.42737 0.1 0.2 -0.2
H 4.68036 -3.20577 -0.30955 0.1 0.1 0.2
C 0.76372 -4.23787 1.05975 -0.1 0.0 0.1
H 1.40245 -4.78519 0.35324 -0.1 0.2 0.2
H 0.27502 -4.98489 1.70490 0.1 0.2 -0.1
H -0.02425 -3.71670 0.50278 0.3 -0.1 0.1
C 0.62724 -2.64894 2.99654 0.1 -0.1 -0.1
H -0.22194 -2.12570 2.52877 0.2 -0.1 0.1
H 0.22225 -3.44877 3.63370 0.1 0.2 -0.1
H 1.16158 -1.93281 3.63772 -0.1 -0.2 -0.1
C 2.65645 -4.08760 2.65574 -0.2 -0.3 0.2
H 3.29583 -4.62659 1.94568 -0.2 0.2 0.2
H 3.27194 -3.47732 3.32733 -0.1 -0.2 -0.2
H 2.15484 -4.84727 3.27629 0.2 0.2 -0.1
Mg 0.42195 0.27493 0.69904 1.1 0.3 -0.4
N -1.12389 -0.81275 -0.00165 -3.4 -1.1 -2.1
C -2.05455 -1.11609 -0.66234 2.0 -2.6 3.4
C -3.09647 -2.30564 -0.77313 -0.6 0.4 -0.7
C -3.87177 -2.26939 -2.07573 -0.4 0.1 -0.5
C -2.35922 -3.63827 -0.71415 0.8 -0.2 0.1
C -4.07645 -2.26715 0.39972 -0.1 0.4 0.5
H -4.51031 -1.38311 -2.13920 0.2 -0.2 -0.1
H -3.18735 -2.29563 -2.92992 -0.2 0.1 0.0
H -4.52638 -3.14975 -2.14187 0.2 0.2 0.1
H -1.98243 -3.83662 0.29491 0.0 0.1 -0.2
H -3.04509 -4.46260 -0.96324 0.1 0.5 0.0
H -1.53002 -3.66809 -1.42995 -0.1 -0.1 0.1
H -4.69088 -3.17991 0.39378 0.3 0.2 -0.2
H -3.54328 -2.22767 1.35667 -0.1 0.0 -0.1
H -4.76153 -1.41727 0.34608 0.1 -0.2 0.0
C 3.58394 3.38092 1.61685 0.2 0.2 0.2
S 2.68207 2.10287 2.51048 -1.6 0.1 -1.5
C 1.67608 3.14678 3.58425 0.3 0.3 0.3
O 1.67548 1.61693 1.43280 0.8 0.3 1.0
H 4.43749 3.68526 2.23505 -0.2 0.0 -0.1
H 2.92647 4.23733 1.41663 0.1 -0.3 0.0
H 3.94504 2.95132 0.67406 -0.1 0.0 0.3
H 1.49338 4.12197 3.11238 0.0 -0.4 0.1
H 0.72991 2.63368 3.79433 0.3 0.0 -0.1
H 2.24128 3.27694 4.51680 -0.2 0.0 -0.2

[2]
106
Properties=species:S:1:pos:R:3:forces:R:3 method="wB97M-V/def2-TZVPD" total_charge=+3 orbital_gap_ev="8.41 / 4.52" s2=6.0548 mol_weight_g_mol=796.380 spin_multiplicity=5 relative_energy_ev=0.000 max_force_ev_per_a=0.84
Pd -0.83399 0.47537 -0.33246 -0.6 -0.5 0.2
C -0.90901 -2.86788 -1.14362 0.1 0.0 -0.1
N 0.38417 -2.64966 -1.76821 -0.1 0.0 0.0
C 1.39946 -3.66401 -1.50492 0.0 -0.1 -0.1
C 0.63224 -1.50934 -2.42814 0.0 0.0 0.1
N -0.10363 -0.43030 -2.19658 0.1 0.2 0.1
C -0.18098 0.57356 -3.24713 0.0 0.0 -0.1
C -1.51993 1.29881 -3.19081 0.0 0.1 0.0
N -1.87938 1.75077 -1.82337 0.2 0.1 0.0
C -3.32232 1.55067 -1.55064 0.0 0.0 0.0
C -3.63763 0.07919 -1.40723 0.0 0.1 -0.1
N -2.94345 -0.47616 -0.25261 0.0 0.2 0.0
C -3.58316 -1.44711 0.38046 0.0 -0.1 0.0
N -3.32943 -1.73485 1.68083 0.0 0.0 0.0
C -3.22445 -0.69971 2.68970 0.0 0.0 0.0
C -3.48461 -3.08135 2.21521 0.0 0.0 0.0
N -4.55480 -2.19555 -0.21238 0.0 0.0 0.0
C -5.76757 -2.57391 0.50858 0.0 0.0 0.0
C -4.50829 -2.68075 -1.58222 0.0 0.0 0.0
C -1.53301 3.15557 -1.57092 -0.1 0.0 0.0
C -0.08677 3.49881 -1.85660 0.0 0.0 0.0
N 0.85470 2.62167 -1.21163 0.5 0.3 -0.1
C 2.18589 2.94347 -1.30382 -0.3 -0.1 0.0
N 3.01982 2.12146 -0.66049 0.0 0.0 0.0
C 2.59494 1.26937 0.44677 0.0 0.0 0.0
C 4.41986 1.98143 -1.05105 0.0 0.0 0.0
N 2.68892 4.01771 -1.94303 0.1 0.1 0.0
C 2.33206 4.41701 -3.31135 0.0 0.0 0.0
C 3.75643 4.82491 -1.33820 0.0 0.0 0.0
N 1.64491 -1.51486 -3.34779 0.0 0.0 0.0
C 2.57663 -0.41082 -3.44852 0.0 0.0 0.0
C 1.86533 -2.62139 -4.27268 0.0 0.0 0.0
H -1.08717 -3.94023 -1.08179 0.0 0.0 0.0
H -0.96220 -2.44314 -0.14055 0.0 0.0 0.0
H -1.67680 -2.40413 -1.75709 0.1 0.0 0.1
H 1.37373 -3.90932 -0.44601 0.0 0.0 -0.1
H 1.21426 -4.56709 -2.08880 0.0 0.0 0.0
H 2.38723 -3.28025 -1.74278 0.0 0.0 0.0
H 0.63611 1.30424 -3.18358 0.0 0.0 0.0
H -0.08846 0.11738 -4.23721 0.0 0.0 0.0
H -1.52263 2.15149 -3.87870 0.0 0.0 0.0
H -2.29854 0.62597 -3.53755 0.0 0.0 0.0
H -3.55804 2.06722 -0.61913 0.0 0.0 0.0
H -3.91612 2.00404 -2.35225 0.0 0.0 0.0
H -4.71959 -0.02941 -1.30534 0.0 0.0 0.0
H -3.36311 -0.43844 -2.33142 0.0 0.0 0.0
H -3.19298 0.27482 2.21141 0.0 0.0 0.0
H -4.09617 -0.74351 3.35125 0.0 0.0 0.0
H -2.33524 -0.85171 3.29842 0.1 0.0 0.0
H -3.49059 -3.80815 1.40662 0.0 0.0 0.0
H -2.63481 -3.29240 2.85996 0.0 0.0 0.0
H -4.40513 -3.18520 2.79542 0.0 0.0 0.0
H -5.85623 -2.00270 1.42868 0.0 0.0 0.0
H -6.62847 -2.34261 -0.12029 0.0 0.0 0.0
H -5.79133 -3.64026 0.74169 0.0 0.0 0.0
H -3.54214 -2.48151 -2.03248 -0.1 0.0 0.0
H -4.66443 -3.76125 -1.58164 0.0 0.0 0.0
H -5.28905 -2.22659 -2.19719 0.0 0.0 0.0
H -2.14732 3.81422 -2.19781 0.0 0.0 0.0
H -1.77730 3.37774 -0.53286 0.0 0.0 0.0
H 0.07766 3.50102 -2.93671 0.0 0.0 0.0
H 0.11492 4.52991 -1.53578 0.0 0.0 0.0
H 1.70531 1.67939 0.90564 -0.1 0.0 0.0
H 2.38989 0.25619 0.09654 0.0 0.0 0.0
H 3.40553 1.24438 1.17500 0.0 0.0 0.0
H 4.56319 2.33852 -2.06637 0.0 0.0 0.0
H 5.07981 2.52331 -0.37216 0.0 0.0 0.0
H 4.66478 0.92079 -1.00138 0.0 0.0 0.0
H 1.90228 3.58252 -3.86012 0.0 0.0 0.0
H 1.65645 5.27218 -3.32220 0.0 0.0 0.0
H 3.25373 4.70046 -3.81800 0.0 0.0 0.0
H 3.82832 4.61383 -0.27441 0.0 0.0 0.0
H 4.72143 4.65656 -1.81697 0.0 0.0 0.0
H 3.48624 5.87281 -1.46534 0.0 0.0 0.0
H 2.46825 0.23741 -2.57785 0.0 0.0 0.0
H 3.59723 -0.80026 -3.46470 0.0 0.0 0.0
H 2.43297 0.18361 -4.35673 0.0 0.0 0.0
H 1.03764 -3.32197 -4.21832 0.0 0.0 0.0
H 1.91355 -2.23080 -5.29071 0.0 0.0 0.0
H 2.79620 -3.15232 -4.06317 0.0 0.0 0.0
N 4.53739 -1.77755 6.59205 0.0 0.0 0.1
C 3.65595 -1.66805 5.61364 0.0 0.0 0.0
C 4.10318 -1.48596 4.26632 0.0 0.0 -0.1
C 3.18520 -1.42341 3.25672 0.1 0.0 -0.1
C 1.81685 -1.51838 3.54343 -0.1 0.0 0.0
C 1.36300 -1.68278 4.87111 0.0 0.0 0.0
C 2.25702 -1.75523 5.89305 0.0 0.0 0.0
S 0.64049 -1.71550 2.18525 -0.1 0.0 0.1
O -0.39179 -2.51413 2.78429 0.0 0.1 -0.1
O 1.43293 -2.26551 1.11652 0.0 0.1 0.0
N 0.10152 -0.31442 1.64677 0.4 0.1 0.1
C -0.39306 0.68678 2.42869 0.0 0.0 -0.2
N -1.03213 1.61461 1.68022 0.0 0.1 0.0
C -1.55860 2.66004 2.31726 0.0 -0.1 0.0
C -1.45384 2.80412 3.68732 0.0 0.0 0.0
C -0.75518 1.81179 4.35945 0.0 0.0 0.0
N -0.21498 0.76085 3.74592 0.0 -0.1 0.0
H 5.53376 -1.73943 6.41951 0.0 0.0 0.0
H 4.24682 -1.92859 7.55022 0.0 0.0 0.0
H 5.16674 -1.43546 4.06752 0.0 0.0 0.0
H 3.50168 -1.35486 2.22378 0.0 0.0 0.0
H 0.30327 -1.77664 5.04966 0.0 0.0 0.0
H 1.93242 -1.90218 6.91581 0.0 0.0 0.0
H -2.08692 3.39075 1.71540 0.0 0.0 0.0
H -1.88900 3.64513 4.20540 0.0 0.0 0.0
H -0.61855 1.86513 5.43439 0.0 0.0 0.0